Entry 1:
The following is a quantum chemistry calculation of 17 unconnected molecules or ions with the total composition C31H80N18O32S5 in a non-equilibrium geometry, from the Open Molecules 2025 dataset.

The calculation puts the electronic energy at -6613.36049 Eh. Its multiplicity is 1.

Cartesian coordinates (Å):
C (-0.11, -1.96, 4.74)
O (-0.96, -1.11, 5.06)
N (-0.38, -3.16, 4.49)
N (1.11, -1.82, 4.59)
H (0.40, -3.78, 4.32)
H (-1.31, -3.46, 4.74)
H (1.64, -2.66, 4.38)
H (1.53, -0.96, 4.92)
C (-3.95, -0.06, 3.16)
O (-3.15, -0.12, 2.18)
N (-5.25, 0.20, 3.17)
N (-3.60, -0.41, 4.38)
H (-5.69, 0.29, 2.27)
H (-5.63, -0.14, 4.05)
H (-2.71, -0.84, 4.57)
H (-4.16, 0.03, 5.10)
C (3.68, -5.12, 4.20)
O (3.01, -4.12, 4.01)
N (3.35, -6.35, 3.85)
N (4.81, -5.13, 4.78)
H (3.75, -7.15, 4.32)
H (2.68, -6.59, 3.14)
H (5.41, -5.94, 4.74)
H (5.30, -4.26, 4.96)
C (-2.16, -3.76, -3.97)
O (-1.80, -4.59, -4.76)
N (-1.41, -3.11, -3.17)
N (-3.40, -3.36, -3.84)
H (-1.64, -2.34, -2.55)
H (-0.41, -3.22, -3.29)
H (-4.12, -3.65, -4.48)
H (-3.67, -3.01, -2.93)
C (3.13, -0.03, 6.43)
O (2.44, 0.17, 7.41)
N (3.63, -1.20, 6.23)
N (3.28, 0.78, 5.45)
H (3.57, -1.96, 6.89)
H (4.40, -1.27, 5.57)
H (3.82, 0.49, 4.65)
H (2.99, 1.74, 5.41)
C (-4.60, -0.39, -7.00)
O (-5.23, 0.12, -6.11)
N (-3.42, -0.81, -6.79)
N (-4.99, -0.59, -8.26)
H (-3.12, -0.81, -5.83)
H (-2.84, -1.11, -7.56)
H (-5.93, -0.23, -8.31)
H (-4.40, -1.01, -8.96)
C (-5.20, -1.19, -1.34)
O (-4.59, -2.24, -1.51)
N (-6.43, -0.91, -1.82)
N (-4.64, -0.28, -0.57)
H (-6.86, -1.52, -2.50)
H (-6.76, 0.03, -1.65)
H (-4.76, 0.72, -0.68)
H (-3.86, -0.68, -0.08)
C (0.04, 2.70, 5.39)
O (0.42, 3.57, 6.03)
N (-0.81, 2.86, 4.46)
N (0.29, 1.44, 5.65)
H (-1.02, 3.84, 4.33)
H (-1.01, 2.14, 3.78)
H (-0.21, 0.66, 5.25)
H (0.99, 1.16, 6.32)
C (-2.85, -4.19, 0.76)
O (-2.57, -4.84, 1.78)
N (-3.09, -4.70, -0.45)
N (-3.12, -2.96, 0.76)
H (-3.65, -4.21, -1.15)
H (-2.94, -5.70, -0.48)
H (-3.63, -2.59, -0.03)
H (-3.14, -2.41, 1.60)
C (4.18, 1.62, -2.40)
C (5.21, 2.63, -1.89)
O (4.76, 3.88, -2.32)
S (3.37, 3.97, -3.07)
O (3.29, 4.80, -4.26)
O (2.37, 4.14, -2.04)
O (3.46, 2.32, -3.41)
H (3.59, 1.27, -1.55)
H (4.57, 0.74, -2.91)
H (6.19, 2.48, -2.33)
H (5.33, 2.73, -0.81)
C (0.27, 1.32, 1.02)
C (0.37, -0.05, 1.66)
O (0.63, -1.04, 0.58)
S (0.45, -0.37, -0.94)
O (-0.90, -0.53, -1.48)
O (1.49, -0.71, -1.88)
O (0.78, 1.12, -0.32)
H (0.88, 2.01, 1.61)
H (-0.76, 1.63, 0.86)
H (-0.47, -0.31, 2.29)
H (1.28, -0.15, 2.25)
C (-5.43, 4.10, 1.73)
C (-4.60, 3.90, 2.93)
O (-3.64, 4.89, 2.68)
S (-3.08, 4.77, 1.14)
O (-1.97, 3.81, 1.12)
O (-2.89, 6.05, 0.48)
O (-4.52, 4.16, 0.63)
H (-6.02, 5.02, 1.79)
H (-6.09, 3.25, 1.60)
H (-4.23, 2.88, 3.06)
H (-5.27, 4.11, 3.76)
C (1.98, -4.00, 0.72)
C (0.57, -4.44, 0.29)
O (0.92, -5.32, -0.74)
S (2.26, -4.71, -1.61)
O (1.76, -3.93, -2.67)
O (3.20, -5.84, -1.87)
O (2.75, -3.78, -0.38)
H (2.50, -4.78, 1.28)
H (1.91, -3.09, 1.31)
H (0.04, -3.61, -0.18)
H (-0.05, -4.94, 1.03)
C (5.59, -0.64, 0.20)
C (4.21, -1.08, 0.72)
O (3.70, -0.23, 1.73)
S (4.27, 1.25, 1.49)
O (4.50, 1.86, 2.77)
O (3.49, 2.05, 0.56)
O (5.67, 0.64, 0.85)
H (5.74, -0.57, -0.88)
H (6.45, -1.23, 0.51)
H (4.31, -2.05, 1.22)
H (3.46, -1.30, -0.04)
C (1.47, 6.22, 0.68)
C (1.99, 5.32, 1.76)
C (0.91, 5.16, 2.81)
O (0.36, 6.47, 2.82)
C (0.65, 7.21, 1.55)
H (0.74, 5.82, -0.02)
H (2.28, 6.64, 0.08)
H (2.90, 5.69, 2.22)
H (2.24, 4.34, 1.34)
H (1.23, 4.78, 3.78)
H (0.23, 4.41, 2.40)
H (1.35, 7.98, 1.88)
H (-0.21, 7.56, 0.97)
C (-1.58, 2.30, -5.04)
C (-1.13, 2.00, -3.71)
C (-2.24, 2.42, -2.75)
O (-3.11, 3.27, -3.59)
C (-3.01, 2.75, -4.91)
H (-1.51, 1.48, -5.75)
H (-0.93, 3.07, -5.46)
H (-0.23, 2.47, -3.33)
H (-0.98, 0.92, -3.59)
H (-1.87, 2.95, -1.88)
H (-2.90, 1.70, -2.27)
H (-3.31, 3.50, -5.64)
H (-3.69, 1.91, -5.04)
C (3.57, -1.70, -4.78)
C (2.46, -0.68, -5.00)
C (1.42, -1.30, -5.87)
O (2.10, -2.42, -6.49)
C (3.09, -2.94, -5.63)
H (3.57, -1.92, -3.71)
H (4.56, -1.34, -5.06)
H (2.94, 0.15, -5.52)
H (2.03, -0.25, -4.10)
H (0.93, -0.58, -6.51)
H (0.71, -1.83, -5.24)
H (3.87, -3.29, -6.30)
H (2.79, -3.88, -5.16)

Entry 2:
The following is a quantum chemistry calculation of a molecular structure, C27H32BrIN5S4W in a non-equilibrium geometry, from the Open Molecules 2025 dataset.

The calculation puts the electronic energy at -5852.41959 Eh. Its net charge is +3. Its multiplicity is 1.

Cartesian coordinates (Å):
W (0.92, -0.81, 0.41)
C (2.86, -0.21, 2.81)
N (2.36, 0.47, 1.58)
C (3.53, 0.95, 0.81)
C (1.54, 1.59, 2.09)
C (2.10, 2.78, 2.51)
C (1.29, 3.75, 3.10)
C (-0.05, 3.48, 3.31)
C (-0.60, 2.27, 2.93)
C (0.17, 1.29, 2.30)
N (-0.19, 0.00, 1.84)
C (-1.40, -0.67, 2.12)
C (-2.64, -0.16, 2.54)
C (-3.73, -0.99, 2.70)
C (-3.64, -2.35, 2.44)
C (-2.44, -2.88, 2.01)
C (-1.34, -2.06, 1.83)
N (-0.03, -2.56, 1.38)
C (-0.16, -3.69, 0.43)
C (0.64, -3.07, 2.61)
H (3.43, 0.50, 3.42)
H (3.51, -1.05, 2.58)
H (2.02, -0.55, 3.43)
H (4.37, 1.18, 1.47)
H (3.29, 1.86, 0.26)
H (3.87, 0.17, 0.11)
H (3.15, 2.97, 2.41)
H (1.72, 4.68, 3.42)
H (-0.67, 4.20, 3.81)
H (-1.64, 2.12, 3.15)
H (-2.79, 0.89, 2.70)
H (-4.67, -0.57, 3.04)
H (-4.50, -2.99, 2.56)
H (-2.37, -3.94, 1.81)
H (-0.57, -4.58, 0.91)
H (0.82, -3.97, 0.06)
H (-0.82, -3.42, -0.40)
H (0.04, -3.87, 3.05)
H (0.73, -2.28, 3.35)
H (1.62, -3.49, 2.37)
S (3.68, -3.68, -2.08)
C (2.70, -2.70, -1.27)
S (1.28, -1.84, -1.81)
S (2.89, -2.24, 0.46)
Br (-0.96, 4.32, -2.07)
C (0.90, 4.41, -2.41)
C (1.43, 5.52, -3.04)
C (2.80, 5.60, -3.27)
C (3.63, 4.56, -2.88)
C (3.11, 3.43, -2.27)
C (1.75, 3.38, -2.03)
I (0.76, 1.54, -1.23)
H (0.77, 6.31, -3.35)
H (3.21, 6.46, -3.77)
H (4.69, 4.63, -3.06)
H (3.76, 2.62, -2.00)
S (-1.49, -0.66, -0.70)
C (-2.25, -1.22, -2.18)
N (-1.64, -1.95, -3.09)
C (-2.33, -2.44, -4.27)
C (-3.80, -2.66, -3.93)
C (-4.38, -1.38, -3.36)
N (-3.52, -0.90, -2.28)
H (-0.65, -2.15, -3.01)
H (-1.85, -3.37, -4.58)
H (-2.23, -1.71, -5.08)
H (-3.87, -3.46, -3.19)
H (-4.35, -2.96, -4.82)
H (-5.38, -1.55, -2.95)
H (-4.45, -0.61, -4.13)
H (-3.93, -0.32, -1.57)

Entry 3:
The following is a quantum chemistry calculation of a molecular structure, C17H23N4O2Ru in a non-equilibrium geometry, from the Open Molecules 2025 dataset.

The calculation puts the electronic energy at -1124.87660 Eh. Its net charge is +3. Its multiplicity is 1.

Cartesian coordinates (Å):
Ru (0.31, 0.32, -0.06)
C (4.60, 2.34, 0.73)
C (5.27, 1.11, 0.09)
C (4.52, 0.35, -0.98)
C (5.21, -0.04, -2.10)
C (4.55, -0.54, -3.23)
C (3.14, -0.68, -3.27)
C (2.39, -0.37, -2.18)
C (0.90, -0.57, -2.19)
C (0.41, -1.83, -1.45)
C (3.08, 0.08, -0.97)
N (2.30, 0.15, 0.10)
C (2.76, -0.08, 1.40)
C (1.82, -0.10, 2.36)
C (1.84, -0.42, 3.78)
C (0.56, -0.41, 4.18)
C (-0.28, -0.07, 2.99)
N (0.45, 0.12, 1.95)
H (5.08, 2.57, 1.67)
H (3.53, 2.23, 0.91)
H (4.74, 3.20, 0.09)
H (5.57, 0.38, 0.86)
H (6.21, 1.42, -0.34)
H (6.28, 0.10, -2.13)
H (5.13, -0.79, -4.11)
H (2.67, -1.06, -4.17)
H (0.55, -0.63, -3.23)
H (0.38, 0.39, -1.86)
H (0.83, -2.70, -1.95)
H (-0.68, -1.90, -1.50)
H (0.75, -1.90, -0.39)
H (3.79, -0.31, 1.60)
H (2.71, -0.65, 4.37)
H (0.18, -0.60, 5.17)
H (-1.36, -0.02, 2.95)
C (-4.48, 2.64, -0.08)
O (-3.67, 1.42, -0.06)
C (-2.39, 1.45, -0.12)
O (-1.74, 0.39, -0.11)
N (-1.71, 2.61, -0.19)
N (-0.30, 2.53, -0.26)
H (-5.50, 2.30, -0.09)
H (-4.27, 3.22, -0.98)
H (-4.29, 3.22, 0.82)
H (-2.15, 3.52, -0.22)
H (0.09, 3.05, 0.53)
H (0.01, 2.98, -1.12)

Entry 4:
The following is a quantum chemistry calculation of a molecular structure, C4H28NO10S in a non-equilibrium geometry, from the Open Molecules 2025 dataset.

The calculation puts the electronic energy at -1374.51170 Eh. Its net charge is -1. Its energy above the lowest of the compared OMol25 structures with the same formula, charge and spin is 102.67 kcal/mol. Its multiplicity is 1.

Cartesian coordinates (Å):
C (0.64, -0.24, -0.28)
C (0.93, -1.60, 0.40)
C (0.67, -2.82, -0.44)
S (1.47, -2.80, -2.12)
N (0.24, -1.80, 1.70)
C (-1.19, -2.23, 1.91)
O (-2.19, -1.61, 1.22)
H (-0.24, -0.12, -0.71)
H (0.43, 0.59, 0.54)
H (1.61, -0.01, -0.93)
H (1.97, -1.76, 0.74)
H (1.08, -3.66, -0.02)
H (-0.45, -2.92, -0.60)
H (2.47, -2.09, -1.80)
H (0.31, -1.00, 2.27)
H (-1.28, -3.31, 1.61)
H (-1.36, -2.16, 3.05)
H (1.41, 1.87, -1.48)
H (0.73, 2.65, -0.60)
O (1.64, 2.41, -0.81)
H (-2.51, -1.73, -0.84)
H (-2.82, -1.27, -2.18)
O (-3.10, -1.97, -1.53)
H (1.22, -0.04, 3.07)
H (0.71, 1.39, 3.09)
O (0.68, 0.60, 3.58)
H (-0.20, 1.00, -3.80)
H (-0.10, 0.93, -2.28)
O (0.37, 1.15, -3.10)
H (-2.43, 1.54, -2.20)
H (-1.19, 1.43, -0.98)
O (-1.73, 0.88, -1.93)
H (0.47, 2.18, 1.18)
H (1.68, 3.11, 1.47)
O (1.13, 2.48, 1.83)
H (3.56, 1.24, -1.77)
H (2.48, 0.96, -2.76)
O (3.30, 0.66, -2.44)
H (-1.66, 2.96, 0.39)
H (-1.78, 1.39, 1.25)
O (-0.95, 2.43, 0.07)
H (-1.35, 1.01, 2.61)
H (-2.50, -0.71, 1.59)
O (-2.15, 1.00, 2.03)

Entry 5:
The following is a quantum chemistry calculation of 9 unconnected molecules or ions with the total composition C31H49F3O27 in a non-equilibrium geometry, from the Open Molecules 2025 dataset.

The calculation puts the electronic energy at -3541.80724 Eh. Its multiplicity is 1. As for the SMILES: O=C1OC[C@@H](F)O1.O=C1OC[C@@H](F)O1.O=C1OC[C@@H](F)O1.CCOC(=O)OC.CCOC(=O)OC.CCOC(=O)OC.CCOC(=O)OC.O=C1OCCO1.O=C1OCCO1.

Cartesian coordinates (Å):
O (-1.04, 0.36, 1.80)
C (-0.36, -0.05, 0.92)
O (0.03, -1.32, 0.75)
C (0.63, -1.45, -0.54)
C (0.98, -0.02, -0.90)
F (0.73, 0.28, -2.20)
O (0.10, 0.73, -0.10)
H (1.47, -2.14, -0.50)
H (-0.08, -1.93, -1.23)
H (2.01, 0.24, -0.66)
O (-2.75, -1.42, -0.93)
C (-3.58, -1.32, -1.77)
O (-4.33, -2.35, -2.20)
C (-5.03, -1.95, -3.36)
C (-5.00, -0.43, -3.26)
F (-6.11, 0.00, -2.59)
O (-3.89, -0.18, -2.46)
H (-4.58, -2.27, -4.31)
H (-6.03, -2.37, -3.36)
H (-4.98, 0.06, -4.23)
O (-7.07, 1.62, -0.36)
C (-5.93, 1.92, -0.30)
O (-5.38, 3.04, -0.81)
C (-3.99, 3.05, -0.56)
C (-3.75, 1.85, 0.37)
F (-3.44, 2.24, 1.63)
O (-4.98, 1.19, 0.36)
H (-3.38, 2.99, -1.46)
H (-3.71, 4.02, -0.14)
H (-2.95, 1.23, -0.03)
C (-1.08, 3.86, 9.94)
C (-1.80, 3.13, 8.82)
O (-0.88, 2.33, 8.11)
C (-1.05, 2.15, 6.80)
O (-1.81, 2.75, 6.09)
O (-0.21, 1.19, 6.42)
C (0.05, 1.05, 5.02)
H (-0.31, 4.50, 9.50)
H (-0.61, 3.14, 10.61)
H (-1.79, 4.45, 10.51)
H (-2.31, 3.84, 8.17)
H (-2.63, 2.54, 9.23)
H (-0.55, 0.22, 4.66)
H (1.10, 0.76, 4.93)
H (-0.19, 1.95, 4.46)
C (2.65, -6.24, 3.54)
C (2.04, -4.99, 4.15)
O (0.65, -5.00, 3.85)
C (0.01, -3.84, 3.93)
O (0.47, -2.78, 4.24)
O (-1.27, -4.07, 3.63)
C (-2.13, -2.94, 3.66)
H (3.68, -6.38, 3.84)
H (2.60, -6.14, 2.45)
H (2.09, -7.10, 3.91)
H (2.51, -4.09, 3.75)
H (2.17, -4.97, 5.23)
H (-3.14, -3.18, 3.33)
H (-1.75, -2.20, 2.96)
H (-2.17, -2.52, 4.67)
C (-1.79, 3.89, -5.09)
C (-2.28, 2.48, -4.89)
O (-2.08, 1.74, -6.09)
C (-1.74, 0.46, -6.10)
O (-1.40, -0.11, -7.09)
O (-1.85, -0.09, -4.88)
C (-1.46, -1.46, -4.79)
H (-0.71, 3.97, -5.23)
H (-2.02, 4.49, -4.20)
H (-2.23, 4.37, -5.97)
H (-3.36, 2.51, -4.68)
H (-1.81, 2.03, -4.02)
H (-1.38, -1.68, -3.72)
H (-0.39, -1.53, -5.04)
H (-2.14, -2.12, -5.32)
C (4.72, 1.03, -2.52)
C (5.54, 2.08, -1.80)
O (6.60, 2.48, -2.69)
C (7.87, 2.54, -2.29)
O (8.71, 3.11, -2.92)
O (8.07, 1.91, -1.12)
C (9.37, 2.01, -0.54)
H (3.73, 0.83, -2.12)
H (5.30, 0.11, -2.54)
H (4.51, 1.31, -3.55)
H (5.83, 1.75, -0.81)
H (4.95, 2.98, -1.63)
H (9.57, 1.06, -0.07)
H (9.41, 2.87, 0.12)
H (10.12, 2.20, -1.31)
O (3.36, 0.44, 1.46)
C (2.95, 1.54, 1.25)
O (3.24, 2.28, 0.17)
C (2.58, 3.55, 0.26)
C (1.63, 3.39, 1.47)
O (2.09, 2.18, 2.06)
H (3.35, 4.27, 0.53)
H (2.11, 3.79, -0.69)
H (0.57, 3.44, 1.28)
H (1.88, 4.20, 2.16)
O (-0.98, -4.08, -2.11)
C (-0.98, -4.59, -3.18)
O (-2.02, -5.24, -3.73)
C (-1.65, -5.84, -4.98)
C (-0.18, -5.46, -5.12)
O (0.05, -4.52, -4.07)
H (-1.84, -6.91, -4.98)
H (-2.29, -5.39, -5.73)
H (0.05, -5.00, -6.08)
H (0.49, -6.31, -5.01)

Entry 6:
The following is a quantum chemistry calculation of a gas-phase ion, C4H13NP (charge +1) in a non-equilibrium geometry, from the Open Molecules 2025 dataset.

The calculation puts the electronic energy at -555.99614 Eh. Its net charge is +1. Its energy above the lowest of the compared OMol25 structures with the same formula, charge and spin is 49.29 kcal/mol. Its multiplicity is 1. As for the SMILES: CC[NH2+][C@@H](C)P.

Cartesian coordinates (Å):
C (-1.14, 1.55, 1.68)
C (-0.15, 0.44, 1.41)
N (-0.42, -0.64, 0.36)
C (0.00, -0.33, -1.09)
C (1.47, -0.10, -0.80)
P (-0.54, -1.87, -2.17)
H (-0.78, 1.94, 2.61)
H (-1.07, 2.39, 0.93)
H (-2.18, 1.24, 1.91)
H (-0.08, -0.08, 2.38)
H (0.84, 0.90, 1.17)
H (-1.32, -1.02, 0.49)
H (0.28, -1.38, 0.64)
H (-0.54, 0.69, -1.27)
H (1.79, -0.55, 0.14)
H (1.67, 0.89, -0.76)
H (2.12, -0.44, -1.70)
H (0.68, -2.49, -2.56)
H (-0.63, -1.13, -3.37)

Entry 7:
The following is a quantum chemistry calculation of 2 unconnected molecules or ions with the total composition C4H10O in a non-equilibrium geometry, from the Open Molecules 2025 dataset.

The calculation puts the electronic energy at -233.34040 Eh. Its energy above the lowest of the compared OMol25 structures with the same formula, charge and spin is 191.11 kcal/mol. Its multiplicity is 1.

Cartesian coordinates (Å):
C (-0.40, 0.50, 1.48)
C (-0.96, -0.41, 0.40)
C (0.18, -1.12, -0.53)
C (1.17, -0.04, -1.14)
O (-0.73, 2.15, -0.86)
H (-0.54, 0.31, 2.58)
H (-0.71, 1.47, 0.93)
H (0.66, 0.62, 1.30)
H (-1.70, -1.03, 0.82)
H (-1.32, 0.32, -0.40)
H (0.65, -1.81, 0.29)
H (1.64, 0.51, -0.32)
H (1.95, -0.53, -1.71)
H (0.44, 0.71, -1.56)
H (-0.32, -1.66, -1.28)

Entry 8:
The following is a quantum chemistry calculation of a molecular structure, C4H9B2CrF3O6PS2 in a non-equilibrium geometry, from the Open Molecules 2025 dataset.

The calculation puts the electronic energy at -3139.66865 Eh. Its net charge is +2. Its multiplicity is 4. Its expectation value of S² is 3.8179.

Cartesian coordinates (Å):
C (2.12, -2.91, -0.08)
O (2.58, -1.82, -0.96)
B (2.16, -0.49, -0.48)
O (3.24, 0.39, 0.09)
C (0.65, 0.15, -0.54)
P (0.01, 0.02, -2.33)
S (1.43, -0.28, -3.67)
C (-0.22, -0.47, 0.70)
O (-0.45, 0.66, 1.67)
B (-0.58, 1.85, 0.81)
S (-2.36, 2.11, 0.28)
O (-2.54, 2.29, -1.25)
O (-2.89, 3.45, 0.93)
C (-3.56, 0.77, 0.84)
F (-4.94, 1.37, 0.74)
F (-3.36, 0.32, 2.25)
F (-3.53, -0.33, -0.16)
O (0.46, 1.58, -0.24)
H (2.68, -2.80, 0.96)
H (0.94, -2.93, 0.06)
H (2.41, -3.94, -0.62)
H (3.45, -0.02, 0.98)
H (-0.96, -1.02, -2.56)
H (-0.59, 1.31, -2.70)
H (0.50, -1.15, 1.36)
H (-1.15, -1.15, 0.49)
H (-0.26, 2.91, 1.26)
Cr (4.76, 0.13, 2.16)